1.
DFT (ωB97M-V/def2-TZVPD) results for C40H61LiO3P3Si as an isolated structure.

Summary:
Multiplicity: 1
Charge: -1
HOMO energy (eV): -3.201
F_max (eV/Å): 0.3

The geometry in XYZ format:
```
109
Properties=species:S:1:pos:R:3:forces:R:3
Li 0.6624 -1.1050 -0.5991 -0.10 0.13 0.01
C -4.9063 1.9556 -2.9066 -0.04 -0.02 -0.03
C -4.2406 0.9150 -2.0033 -0.20 -0.05 -0.08
C -4.3600 -0.4524 -2.6920 -0.02 -0.01 -0.01
P -2.4593 1.0758 -1.4703 0.17 -0.02 0.23
C -1.7110 2.0173 -2.8971 0.16 0.00 -0.06
C -0.2039 1.7653 -3.0086 0.01 0.06 0.03
C -1.9776 3.5197 -2.9067 0.05 0.06 0.00
C -2.5159 2.2961 -0.0839 -0.07 -0.11 -0.11
C -3.6401 3.0957 0.1368 -0.17 0.02 0.00
C -3.7518 3.8994 1.2609 0.11 -0.04 -0.03
C -2.7205 3.9069 2.1915 0.00 -0.06 -0.06
C -1.6005 3.1173 1.9719 -0.03 -0.02 0.07
C -1.4556 2.3033 0.8410 0.23 0.02 0.10
Si 0.1065 1.1634 0.5508 0.01 0.16 0.13
C 0.4385 0.5692 2.3934 -0.06 -0.08 -0.02
C 1.1094 1.3740 3.3290 0.00 0.02 -0.10
C 1.2879 0.9982 4.6497 -0.01 -0.06 0.01
C 0.7832 -0.2181 5.0934 0.02 0.04 -0.01
C 0.1363 -1.0466 4.1932 0.05 -0.03 -0.03
C -0.0168 -0.6890 2.8495 -0.04 0.08 -0.04
P -0.8027 -1.8546 1.6509 0.15 0.13 0.04
C -2.5404 -1.9037 2.3009 -0.02 -0.06 0.03
C -3.3848 -2.8231 1.4184 -0.05 0.01 0.01
C -3.1536 -0.5079 2.3359 -0.01 0.02 0.01
C -0.1417 -3.5601 2.0884 -0.02 0.00 0.02
C -0.7949 -4.3515 3.2236 0.06 -0.02 0.01
C 1.3790 -3.5304 2.2533 0.02 0.03 0.00
C 1.5587 2.4650 0.4502 0.04 -0.09 0.02
C 1.4219 3.8498 0.6149 -0.04 -0.09 -0.02
C 2.5092 4.7135 0.5898 0.01 -0.01 -0.01
C 3.7872 4.2124 0.3974 -0.03 -0.02 0.00
C 3.9529 2.8498 0.1903 -0.03 -0.01 -0.05
C 2.8643 1.9752 0.1976 -0.01 0.03 -0.01
P 3.0098 0.2016 -0.3003 -0.20 0.18 0.07
C 4.3929 -0.5537 0.6831 0.05 -0.08 0.00
C 3.8956 -0.6534 2.1310 -0.03 0.03 0.01
C 5.8166 0.0032 0.6896 0.02 -0.01 0.07
C 3.4828 0.4178 -2.0975 0.07 -0.04 -0.05
C 3.0086 -0.7924 -2.9063 0.02 -0.04 0.01
C 4.9230 0.7566 -2.4713 0.03 0.01 -0.04
H -5.9482 1.6718 -3.0839 -0.01 0.00 -0.02
H -4.4114 1.9844 -3.8808 -0.01 0.03 0.01
H -4.9073 2.9697 -2.5096 0.00 -0.06 0.04
H -4.7874 0.8566 -1.0549 -0.01 0.02 -0.01
H -3.8274 -0.4497 -3.6484 0.02 -0.01 0.02
H -5.4062 -0.6939 -2.8997 -0.01 0.00 -0.01
H -3.9336 -1.2540 -2.0861 -0.03 0.04 0.01
H -2.1820 1.5528 -3.7729 -0.02 0.04 -0.01
H 0.3324 2.2204 -2.1718 -0.03 -0.01 -0.01
H 0.1818 2.2151 -3.9303 -0.03 -0.03 0.00
H 0.0290 0.7015 -3.0082 -0.02 -0.06 0.01
H -1.5334 3.9861 -2.0237 0.00 -0.02 -0.02
H -3.0365 3.7720 -2.9166 0.04 -0.01 0.02
H -1.5146 3.9728 -3.7889 -0.01 0.01 -0.01
H -4.4627 3.0784 -0.5677 0.04 0.02 0.06
H -4.6374 4.5061 1.4091 -0.01 0.00 0.01
H -2.7920 4.5144 3.0866 0.00 0.00 0.00
H -0.8187 3.1118 2.7251 0.02 0.02 -0.04
H 1.5216 2.3247 3.0035 -0.04 0.00 0.00
H 1.8181 1.6514 5.3336 0.00 0.01 0.00
H 0.9052 -0.5236 6.1260 -0.01 0.00 0.00
H -0.2394 -2.0002 4.5396 -0.02 0.00 0.01
H -2.5102 -2.2991 3.3212 -0.03 -0.01 0.02
H -3.5134 -2.3703 0.4317 0.00 0.01 -0.03
H -4.3798 -2.9699 1.8491 0.00 0.02 0.00
H -2.9358 -3.8068 1.2710 0.02 -0.01 0.03
H -3.1497 -0.0615 1.3395 0.00 0.03 -0.04
H -2.6107 0.1685 2.9974 0.01 -0.02 -0.01
H -4.1927 -0.5627 2.6759 0.01 0.01 0.00
H -0.3246 -4.1078 1.1567 -0.05 -0.01 0.00
H -0.5701 -3.9346 4.2066 0.02 0.01 -0.01
H -0.4004 -5.3719 3.2154 0.00 0.01 0.00
H -1.8782 -4.4209 3.1344 -0.04 0.00 -0.03
H 1.6720 -2.9906 3.1557 -0.01 0.00 0.03
H 1.8588 -3.0737 1.3862 -0.05 -0.01 0.02
H 1.7548 -4.5544 2.3315 0.00 0.00 -0.01
H 0.4351 4.2690 0.7737 -0.03 -0.02 0.03
H 2.3574 5.7782 0.7283 -0.01 0.00 0.00
H 4.6453 4.8740 0.3871 0.00 0.00 0.00
H 4.9465 2.4716 -0.0062 0.02 0.00 0.03
H 4.4173 -1.5736 0.2798 0.02 0.01 -0.05
H 3.8936 0.3337 2.6006 -0.01 0.00 0.00
H 4.5564 -1.3042 2.7099 0.02 0.02 0.01
H 2.8817 -1.0494 2.2012 0.03 0.01 -0.04
H 5.8561 0.9764 1.1816 -0.03 0.00 0.00
H 6.2581 0.0988 -0.2984 -0.02 0.00 -0.05
H 6.4541 -0.6697 1.2722 0.01 0.01 -0.01
H 2.8538 1.2716 -2.3735 -0.03 0.01 0.01
H 3.4970 -1.7125 -2.5767 0.00 0.00 0.00
H 3.2287 -0.6492 -3.9688 0.02 0.01 0.00
H 1.9360 -0.9546 -2.8037 0.00 0.02 0.03
H 5.5731 -0.1098 -2.3347 0.01 -0.01 0.02
H 5.3319 1.5896 -1.9014 -0.02 0.00 0.01
H 4.9702 1.0275 -3.5306 0.00 -0.01 0.00
C -1.6825 -3.8362 -1.9608 0.02 -0.11 0.02
C -0.4444 -3.0457 -2.3443 -0.10 0.12 0.07
C -0.1805 -3.1212 -3.8397 0.00 -0.03 -0.05
O -0.6444 -1.6534 -2.0232 0.17 -0.03 -0.18
C 0.7942 -3.6018 -1.5756 0.03 0.15 0.07
O 1.0756 -4.7855 -1.7778 -0.02 -0.10 -0.01
O 1.3916 -2.7746 -0.8251 0.08 -0.26 -0.09
H -2.5517 -3.4858 -2.5255 0.00 0.00 -0.01
H -1.8918 -3.7296 -0.8933 0.03 0.01 0.00
H -1.5130 -4.8919 -2.1684 -0.02 0.00 -0.01
H -1.0920 -2.9015 -4.4019 0.00 0.03 0.01
H 0.1776 -4.1175 -4.0942 -0.02 -0.01 -0.01
H 0.5794 -2.3906 -4.1220 0.02 -0.02 0.01
H -1.4292 -1.5210 -1.4742 -0.02 0.09 -0.02
```
Forces are in eV/Å.

2.
DFT (ωB97M-V/def2-TZVPD) results for one molecule with the formula C3H3NO2 at a distorted geometry.

Summary:
Multiplicity: 1
HOMO energy (eV): -11.537
F_max (eV/Å): 1.1
Structure (SMILES): N#CCOC=O
Energy above the lowest of the compared OMol25 structures with the same formula, charge and spin (kcal/mol): 28.83

The geometry in XYZ format:
```
9
Properties=species:S:1:pos:R:3:forces:R:3
N -2.7559 1.1396 -0.2028 0.91 -0.65 0.01
C -1.8123 0.4732 -0.1985 -0.80 0.55 0.00
C -0.6322 -0.3998 -0.1931 -0.11 -0.11 0.06
O 0.4719 0.3224 -0.7376 0.08 0.03 0.00
C 1.6525 0.1544 -0.1109 0.15 -0.24 0.34
O 1.8425 -0.5350 0.8528 -0.11 0.32 -0.47
H -0.8247 -1.2743 -0.8214 0.00 0.10 0.10
H -0.4061 -0.7329 0.8236 -0.07 0.06 -0.13
H 2.4124 0.7506 -0.6331 -0.06 -0.06 0.09
```
Forces are in eV/Å.

3.
DFT (ωB97M-V/def2-TZVPD) results for one molecule with the formula C5H10OS2 at a distorted geometry.

Summary:
Multiplicity: 1
HOMO energy (spin up / spin down) (eV): -8.134 / -8.135
F_max (eV/Å): 6.1
Structure (SMILES): C=C(SC)[S@@](=C)(C)=O
Energy above the lowest of the compared OMol25 structures with the same formula, charge and spin (kcal/mol): 117.90

The geometry in XYZ format:
```
18
Properties=species:S:1:pos:R:3:forces:R:3
C -0.4320 2.4112 -0.4002 -0.71 -6.02 0.60
C -0.6161 1.0149 -0.1625 1.41 4.25 -0.13
S -2.1260 0.3160 0.3778 0.37 0.31 0.04
C -2.2833 -1.1619 -0.6739 4.83 -1.02 2.23
S 1.0509 0.0420 -0.1200 0.40 -1.90 -1.94
C 2.5200 0.6054 0.5477 -1.64 -1.15 -1.37
C 0.6884 -1.4529 0.9047 -2.26 1.22 -1.06
O 1.2085 -0.4984 -1.5142 -0.28 1.21 1.67
H 0.5108 2.7537 -0.6543 2.05 0.46 -0.06
H -1.1765 3.1213 -0.5428 -1.71 0.73 0.07
H -1.2766 -1.2921 -1.2223 -2.04 0.47 0.03
H -3.1655 -1.0422 -1.1579 -2.23 -0.12 -2.05
H -2.2516 -2.0316 0.0160 -0.60 0.42 -0.45
H 3.0304 1.2606 -0.1052 0.40 0.49 -1.24
H 2.3582 1.1244 1.4312 -0.46 0.58 2.15
H -0.0919 -1.2751 1.6215 -0.17 0.25 0.51
H 0.4357 -2.3555 0.3528 0.02 0.47 -0.67
H 1.6166 -1.5398 1.3016 2.61 -0.63 1.66
```
Forces are in eV/Å.

4.
DFT (ωB97M-V/def2-TZVPD) results for a 2-piece molecular cluster, C8H11IO2 overall at a distorted geometry.

Summary:
Multiplicity: 3
HOMO energy (spin up / spin down) (eV): -6.925 / -9.340
F_max (eV/Å): 3.8
Energy above the lowest of the compared OMol25 structures with the same formula, charge and spin (kcal/mol): 0.00
Expectation value of S²: 2.03

The geometry in XYZ format:
```
22
Properties=species:S:1:pos:R:3:forces:R:3
C -1.6470 0.9486 -1.9174 1.64 1.21 0.78
C -0.8286 1.2241 -1.0262 -1.64 -0.53 -1.58
C 0.9263 2.2458 1.9685 0.70 2.81 0.26
C -2.4737 0.9929 -3.1173 -1.66 -2.59 1.09
C 1.6409 -2.4519 1.0527 0.46 -2.27 3.02
C 0.5632 -1.5162 1.4624 1.43 2.24 0.30
C -0.3055 -1.1674 0.3777 -0.68 -1.60 -1.68
C 0.2443 1.4281 -0.2397 1.85 1.10 -0.50
O 2.0395 2.6983 1.8237 -1.23 -1.33 -0.08
O 0.1490 1.5750 1.0922 -0.92 -0.18 1.15
I 2.1084 1.7104 -1.1391 -0.18 -0.27 -0.21
H 0.2960 2.6265 2.8220 0.32 -1.20 -0.46
H -3.0460 -0.0263 -3.1028 0.75 1.72 -0.46
H -1.8983 1.0383 -4.0282 0.24 0.15 -0.16
H -3.2392 1.7673 -3.0590 0.16 0.10 -0.12
H 2.1052 -2.0856 0.1867 0.89 0.13 -1.22
H 1.2098 -3.4565 0.9562 0.10 0.13 -0.76
H 2.3867 -2.6527 1.9035 -0.72 0.77 -1.28
H -0.0089 -1.8182 2.2778 -0.75 -0.72 1.83
H 1.0751 -0.5733 1.7550 -0.13 -0.27 0.43
H -1.3178 -0.8042 0.4679 0.12 -0.02 0.08
H 0.0207 -1.7030 -0.5167 -0.75 0.60 -0.41
```
Forces are in eV/Å.

5.
DFT (ωB97M-V/def2-TZVPD) results for one molecule with the formula C6H12O.

Summary:
Multiplicity: 1
HOMO energy (eV): -8.494
F_max (eV/Å): 0.9
Energy above the lowest of the compared OMol25 structures with the same formula, charge and spin (kcal/mol): 65.79

The geometry in XYZ format:
```
19
Properties=species:S:1:pos:R:3:forces:R:3
C 2.0546 0.1810 -0.7538 0.00 0.00 -0.01
C 1.0457 -0.0297 0.3773 -0.08 0.03 -0.02
C -0.3928 -0.2192 -0.1301 0.16 -0.44 0.35
C -0.6310 -1.4080 -1.0535 -0.03 0.05 0.00
C -1.4524 -0.1155 1.0078 -0.19 0.32 -0.08
C -1.7617 1.3222 0.7014 -0.19 -0.04 0.88
O -0.9972 2.0515 1.5125 -0.13 0.03 -0.36
H 1.7265 0.9903 -1.4179 0.06 -0.12 0.08
H 2.1814 -0.7219 -1.3606 -0.02 0.14 0.08
H 3.0382 0.4531 -0.3550 -0.16 -0.06 -0.07
H 1.0570 0.8511 1.0318 0.01 -0.18 -0.08
H 1.3642 -0.8776 1.0002 -0.20 0.06 -0.11
H 0.0191 -1.3408 -1.9322 -0.12 -0.13 0.11
H -0.4595 -2.3657 -0.5508 0.02 0.11 -0.02
H -1.6717 -1.3782 -1.3947 0.19 -0.11 -0.03
H -1.0675 -0.2874 2.0228 0.05 -0.03 -0.29
H -2.3346 -0.7302 0.8088 0.26 -0.04 0.01
H -0.6423 0.6603 -0.7285 0.39 0.26 -0.58
H -1.0758 2.9647 1.2144 -0.04 0.15 0.15
```
Forces are in eV/Å.

6.
DFT (ωB97M-V/def2-TZVPD) results for C21H18N7ORe as an isolated structure.

Summary:
Multiplicity: 2
Charge: +3
HOMO energy (spin up / spin down) (eV): -19.469 / -19.286
F_max (eV/Å): 0.9
Energy above the lowest of the compared OMol25 structures with the same formula, charge and spin (kcal/mol): 0.00
Expectation value of S²: 0.79

The geometry in XYZ format:
```
48
Properties=species:S:1:pos:R:3:forces:R:3
Re -0.2433 0.1853 -0.2452 -0.85 0.03 0.12
C 2.2445 -1.1989 0.7565 -0.07 -0.01 0.02
N 0.7407 -1.2435 0.9314 -0.01 -0.01 0.01
C 0.1783 -2.5718 0.4940 0.01 0.10 0.00
C 0.0248 -2.5900 -1.0079 -0.03 -0.04 0.00
C 0.0512 -3.7530 -1.7386 -0.01 0.00 -0.06
C -0.1946 -3.6945 -3.1101 0.01 -0.04 0.03
C -0.4390 -2.4691 -3.7179 -0.01 0.04 0.02
C -0.4229 -1.3336 -2.9418 0.00 0.04 -0.04
N -0.2192 -1.3859 -1.6053 0.33 0.00 0.16
C 0.3674 -0.9155 2.3564 0.01 0.04 -0.11
C 0.4201 0.5775 2.5716 -0.01 0.01 0.06
C 0.6967 1.1352 3.7992 0.01 0.04 0.01
C 0.6131 2.5186 3.9457 0.01 -0.04 0.03
C 0.2599 3.3013 2.8565 -0.01 -0.01 -0.05
C 0.0118 2.6841 1.6479 0.00 0.06 -0.04
N 0.0868 1.3479 1.5024 0.21 -0.11 0.02
C 2.6863 -0.0934 -0.1550 0.06 0.06 -0.06
C 4.0177 0.1435 -0.4287 0.01 0.04 -0.02
C 4.3539 1.1872 -1.2800 0.02 -0.02 0.01
C 3.3489 1.9737 -1.8396 -0.02 0.00 0.00
C 2.0422 1.6886 -1.5314 -0.02 0.04 -0.04
N 1.7164 0.6685 -0.7032 0.02 -0.15 0.04
H 2.7053 -1.0724 1.7366 0.02 -0.03 0.00
H 2.5749 -2.1613 0.3640 0.01 0.01 -0.02
H 0.8118 -3.3857 0.8471 -0.01 -0.02 -0.01
H -0.8059 -2.6809 0.9561 0.01 -0.02 -0.01
H 0.2494 -4.6992 -1.2526 0.00 0.00 0.00
H -0.1872 -4.6027 -3.7000 0.00 0.00 0.01
H -0.6317 -2.3945 -4.7790 0.00 0.01 0.00
H -0.5903 -0.3518 -3.3667 0.00 0.00 -0.01
H -0.6506 -1.2744 2.5200 -0.02 -0.01 0.01
H 1.0249 -1.4507 3.0414 -0.01 0.00 0.02
H 0.9636 0.5050 4.6375 0.00 0.00 0.00
H 0.8217 2.9771 4.9040 0.00 -0.01 0.00
H 0.1800 4.3764 2.9371 0.00 0.00 -0.01
H -0.2628 3.2508 0.7676 0.00 0.01 0.00
H 4.7838 -0.4761 0.0195 0.00 0.00 0.00
H 5.3933 1.3897 -1.5060 0.00 0.00 0.00
H 3.5799 2.7948 -2.5037 -0.01 0.00 0.00
H 1.2194 2.2667 -1.9362 0.01 0.01 0.00
O -1.9839 0.6808 -0.1410 0.55 -0.25 -0.27
N -3.0296 1.3995 0.3690 -0.25 0.27 0.17
C -3.7791 0.6800 1.1297 0.01 0.06 0.11
C -4.9370 1.2782 1.7137 0.03 0.05 -0.11
N -5.8671 1.7596 2.1844 0.01 -0.04 0.04
C -3.4087 -0.6789 1.4364 -0.04 -0.17 -0.11
N -2.9395 -1.7154 1.5836 0.04 0.06 0.07
```
Forces are in eV/Å.